Entry from OMol25: the molecule C2H6N2 in a non-equilibrium geometry (ωB97M-V/def2-TZVPD).

## Properties
frontier orbital gap: 10.32 eV
structure (SMILES): C/C=N\N
calculated total energy: -189.2365 hartree
maximum force: 2.6 eV/Å
energy relative to the best compared isomer or geometry (same formula, charge and spin): 58.4 kcal/mol
E_LUMO: 0.036 hartree

Last column: natural (NBO) charge in e.
Cartesian coordinates (Å):
C: 1.353 -0.551 0.003  -0.6831
C: 0.602 0.703 -0.042  0.0429
H: 0.701 -1.276 -0.461  0.1959
H: 1.514 -0.744 1.087  0.2378
H: 2.275 -0.455 -0.608  0.2271
H: 0.995 1.690 -0.040  0.1907
H: -1.836 -0.184 -0.786  0.3707
H: -0.887 -1.313 -0.087  0.3110
N: -0.638 0.676 0.060  -0.2611
N: -1.433 -0.481 0.102  -0.6318


Entry from OMol25: C35H58AlBe2Cl2NO16PS as an isolated structure in a non-equilibrium geometry (ωB97M-V/def2-TZVPD).

## Properties
frontier orbital gap: 1.51 eV
total charge: +1
calculated total energy: -4557.5139 hartree
maximum force: 6.7 eV/Å
E_LUMO: -0.258 hartree

Last column: Mulliken charge in e.
Cartesian coordinates (Å):
C: -4.357 -2.097 -1.615  -1.1152
C: -2.914 -2.182 -0.909  0.2177
C: -1.867 -2.870 -1.954  -0.4269
C: -0.890 -3.935 -1.238  -0.7731
C: 0.650 -3.829 -1.690  -0.8400
C: 1.446 -2.676 -0.922  0.6082
C: 2.449 -3.085 0.011  -0.6739
C: 3.243 -1.931 0.804  0.2725
O: 4.460 -1.989 1.064  -0.5157
C: 2.339 -0.658 1.207  0.8982
C: 2.481 0.138 2.521  -0.0256
O: 3.443 -0.287 3.486  -0.3614
C: 3.027 0.075 4.832  -1.4763
C: 3.794 -0.708 5.992  0.8736
C: 3.328 -0.060 7.404  -1.0667
C: 3.523 -2.279 6.058  -0.9067
C: 2.144 -2.774 5.408  0.8692
C: 2.486 -3.336 3.912  -0.9148
C: 1.533 -4.065 6.200  -1.3896
C: 1.551 1.373 2.706  -0.7987
C: 0.481 1.831 1.681  -0.2466
P: -0.574 3.330 2.082  0.9680
O: -2.064 3.172 1.721  -0.5839
O: -0.508 3.555 3.786  -0.5665
O: 0.036 4.788 1.413  -0.6145
C: 0.327 1.013 0.379  -0.4938
C: 1.240 -0.210 0.174  0.1874
C: 1.109 -1.117 -1.152  0.2977
O: 0.758 -0.631 -2.246  -0.4981
H: -4.585 -2.997 -2.297  0.3675
H: -4.462 -1.107 -2.200  0.2170
H: -5.184 -2.088 -0.809  0.2581
H: -2.593 -1.092 -0.697  -0.1263
H: -2.927 -2.745 0.090  0.2026
H: -2.475 -3.426 -2.765  0.3768
H: -1.321 -2.025 -2.502  0.2104
H: -1.246 -4.981 -1.555  0.2898
H: -0.949 -3.878 -0.086  0.4958
H: 1.146 -4.832 -1.408  0.4142
H: 0.727 -3.629 -2.826  0.4504
H: 2.722 -4.174 0.203  0.3154
H: 3.304 1.192 4.961  0.5207
H: 1.896 0.025 5.007  0.5293
H: 4.939 -0.582 5.913  0.2716
H: 2.899 0.978 7.141  0.4692
H: 4.227 0.078 8.142  -0.1751
H: 2.470 -0.683 7.824  0.4073
H: 4.388 -2.904 5.649  0.5127
H: 3.455 -2.564 7.235  0.1669
H: 1.308 -2.003 5.393  0.1948
H: 2.162 -2.500 3.197  -0.1646
H: 1.907 -4.303 3.692  0.4562
H: 3.595 -3.575 3.778  0.3248
H: 2.001 -5.046 5.858  0.3177
H: 1.594 -3.962 7.333  0.3844
H: 0.423 -4.108 5.893  0.3637
H: 1.638 2.017 3.655  0.2759
H: -1.455 3.530 4.079  0.3584
H: -0.542 5.480 1.829  0.3351
H: -0.443 1.273 -0.414  0.6209
Be: 0.538 -4.591 -4.202  0.1464
C: -3.480 6.845 -4.680  -1.5844
C: -2.439 7.465 -3.723  1.1368
C: -3.151 8.014 -2.465  -1.6449
C: -3.691 6.951 -1.512  -0.1925
C: -2.917 5.638 -1.554  -1.4456
C: -1.469 5.757 -2.078  1.8596
N: -1.509 6.365 -3.408  0.8823
O: -0.313 6.485 -3.959  -0.4790
C: -0.944 4.309 -2.203  -2.2473
C: -0.598 6.498 -1.047  -0.9842
C: -1.833 8.693 -4.437  -1.6975
H: -3.007 6.483 -5.595  0.4103
H: -4.238 7.579 -4.971  0.3946
H: -4.003 5.999 -4.226  0.3706
H: -2.460 8.652 -1.907  0.3762
H: -3.976 8.677 -2.757  0.6798
H: -3.680 7.358 -0.488  0.3447
H: -4.743 6.745 -1.743  0.5459
H: -2.930 5.183 -0.559  0.4535
H: -3.471 4.941 -2.194  0.5221
H: -1.506 3.754 -2.962  0.7716
H: -1.056 3.773 -1.253  0.3130
H: 0.118 4.272 -2.473  0.5643
H: -0.618 5.973 -0.087  -0.1435
H: -0.932 7.522 -0.861  0.3165
H: 0.448 6.546 -1.360  0.5285
H: -2.613 9.424 -4.673  0.4159
H: -1.358 8.426 -5.383  0.3852
H: -1.093 9.197 -3.808  0.4250
Cl: 4.547 -2.315 8.376  -0.1440
Be: 0.594 2.390 -2.654  0.3471
O: -3.266 -5.020 0.611  -0.5435
H: -2.906 -5.765 0.114  0.3105
H: -3.982 -5.413 1.133  0.2879
C: 4.703 -7.150 -6.522  -1.4241
C: 4.218 -7.524 -5.138  0.4928
C: 3.648 -8.908 -5.052  -0.5252
O: 2.716 -8.788 -3.981  -0.3157
C: 2.325 -7.487 -3.948  0.6011
O: 1.405 -7.072 -3.295  -0.5015
O: 3.106 -6.717 -4.752  -0.2929
H: 5.475 -7.840 -6.871  0.3816
H: 3.879 -7.147 -7.240  0.3599
H: 5.117 -6.139 -6.518  0.3535
H: 5.018 -7.373 -4.405  0.2453
H: 4.407 -9.657 -4.821  0.3129
H: 3.106 -9.215 -5.952  0.3137
Cl: 5.451 0.642 9.258  -0.3298
O: -3.308 -7.211 2.228  -0.5821
H: -2.444 -6.934 2.535  0.2728
O: -4.519 3.345 -0.365  -0.5912
S: -5.223 2.114 0.040  1.0955
O: -4.247 1.027 0.221  -0.4066
O: -6.188 1.732 -1.003  -0.5331
O: -5.941 2.353 1.301  -0.5427
Al: -5.911 7.187 -0.880  0.3882


Entry from OMol25: the molecule C2ClF5 in a non-equilibrium geometry (ωB97M-V/def2-TZVPD).

## Properties
frontier orbital gap: 12.85 eV
structure (SMILES): FC(F)(F)C(F)(F)Cl
calculated total energy: -1035.7333 hartree
maximum force: 3.3 eV/Å
energy relative to the best compared isomer or geometry (same formula, charge and spin): 7.6 kcal/mol
E_LUMO: 0.031 hartree

Last column: natural (NBO) charge in e.
Cartesian coordinates (Å):
C: 0.759 -0.327 -0.026  0.9096
C: -0.576 0.449 -0.016  0.5998
F: 0.921 -0.770 1.168  -0.2766
F: 1.797 0.392 -0.398  -0.2927
F: 0.582 -1.329 -0.891  -0.3056
F: -0.774 0.925 1.257  -0.3157
F: -0.802 1.417 -0.876  -0.2776
Cl: -1.906 -0.757 -0.218  -0.0412


Entry from OMol25: a 3-piece molecular cluster, C20H27FN2O11S overall in a non-equilibrium geometry (ωB97M-V/def2-TZVPD).

## Properties
frontier orbital gap: 7.38 eV
structure (SMILES): CCCON(CCCCCN)S(=O)(=O)F.O=C1C=C(O)C(=O)C=C1O.O=C1C=C(O)C(=O)C=C1O
calculated total energy: -2213.1692 hartree
maximum force: 9.8 eV/Å
E_LUMO: -0.060 hartree

Last column: natural (NBO) charge in e.
Cartesian coordinates (Å):
C: -0.640 -5.075 1.575  -0.6454
C: -0.103 -3.728 0.811  -0.4315
C: 0.277 -2.473 1.794  -0.1046
O: 1.256 -2.824 2.870  -0.3468
N: 1.605 -1.732 3.572  -0.2985
C: 1.882 -2.026 5.029  -0.2758
C: 1.248 -0.826 6.000  -0.4225
C: -0.359 -1.058 6.263  -0.4247
C: -1.306 0.193 5.710  -0.4214
C: -1.991 -0.169 4.235  -0.2185
N: -1.504 0.780 3.147  -0.8779
S: 2.868 -0.800 2.808  2.1616
O: 3.454 -1.565 1.558  -0.8165
O: 2.164 0.472 2.198  -0.8297
F: 4.095 -0.234 3.879  -0.4667
H: -0.974 -4.919 2.686  0.2210
H: -1.581 -5.474 0.970  0.2185
H: 0.194 -5.923 1.478  0.2259
H: -0.958 -3.334 0.082  0.2230
H: 0.838 -3.934 0.126  0.2271
H: 0.692 -1.606 1.087  0.2288
H: -0.748 -2.080 2.250  0.1900
H: 3.035 -2.077 5.305  0.2267
H: 1.384 -3.029 5.387  0.2466
H: 1.795 -0.837 7.061  0.2297
H: 1.380 0.229 5.468  0.2271
H: -0.709 -2.090 5.787  0.2039
H: -0.602 -1.147 7.427  0.2197
H: -0.704 1.196 5.655  0.2089
H: -2.221 0.379 6.440  0.2164
H: -1.745 -1.295 4.024  0.1647
H: -3.168 -0.084 4.271  0.1877
H: -1.227 0.255 2.283  0.3868
H: -0.676 1.338 3.455  0.3661
C: -1.708 0.700 -1.902  -0.3870
C: -2.210 1.147 -3.055  0.3680
C: -3.028 2.390 -3.112  0.4540
O: -3.460 2.787 -4.188  -0.5223
C: -3.290 3.101 -1.851  -0.3579
C: -2.790 2.652 -0.698  0.2984
C: -1.950 1.424 -0.645  0.4793
O: -1.490 1.046 0.427  -0.5368
O: -3.035 3.313 0.492  -0.6430
O: -1.989 0.470 -4.240  -0.6642
H: -1.110 -0.201 -1.847  0.2421
H: -3.900 3.993 -1.904  0.2481
H: -2.566 2.794 1.180  0.5148
H: -2.454 0.992 -4.930  0.5092
C: 2.750 2.871 -7.812  -0.3566
C: 3.373 1.849 -7.223  0.2979
C: 2.663 0.958 -6.264  0.4694
O: 3.256 0.015 -5.753  -0.5179
C: 1.254 1.256 -5.961  -0.3548
C: 0.632 2.281 -6.548  0.2945
C: 1.335 3.154 -7.528  0.4695
O: 0.731 4.077 -8.064  -0.5222
O: -0.691 2.568 -6.266  -0.6540
O: 4.704 1.578 -7.484  -0.6418
H: 3.254 3.525 -8.513  0.2483
H: 0.755 0.612 -5.249  0.2526
H: -0.910 3.352 -6.815  0.5080
H: 4.922 0.791 -6.939  0.5048


Q: What is the formula in the second record?
A: C35H58AlBe2Cl2NO16PS


Q: Look up the calculated total energy of the second one.
A: -4557.5139 hartree


Copy entry 1 word for word.
Entry from OMol25: the molecule C2H6N2 in a non-equilibrium geometry (ωB97M-V/def2-TZVPD).

## Properties
frontier orbital gap: 10.32 eV
structure (SMILES): C/C=N\N
calculated total energy: -189.2365 hartree
maximum force: 2.6 eV/Å
energy relative to the best compared isomer or geometry (same formula, charge and spin): 58.4 kcal/mol
E_LUMO: 0.036 hartree

Last column: natural (NBO) charge in e.
Cartesian coordinates (Å):
C: 1.353 -0.551 0.003  -0.6831
C: 0.602 0.703 -0.042  0.0429
H: 0.701 -1.276 -0.461  0.1959
H: 1.514 -0.744 1.087  0.2378
H: 2.275 -0.455 -0.608  0.2271
H: 0.995 1.690 -0.040  0.1907
H: -1.836 -0.184 -0.786  0.3707
H: -0.887 -1.313 -0.087  0.3110
N: -0.638 0.676 0.060  -0.2611
N: -1.433 -0.481 0.102  -0.6318


What did the first record say?
Entry from OMol25: the molecule C2H6N2 in a non-equilibrium geometry (ωB97M-V/def2-TZVPD).

## Properties
frontier orbital gap: 10.32 eV
structure (SMILES): C/C=N\N
calculated total energy: -189.2365 hartree
maximum force: 2.6 eV/Å
energy relative to the best compared isomer or geometry (same formula, charge and spin): 58.4 kcal/mol
E_LUMO: 0.036 hartree

Last column: natural (NBO) charge in e.
Cartesian coordinates (Å):
C: 1.353 -0.551 0.003  -0.6831
C: 0.602 0.703 -0.042  0.0429
H: 0.701 -1.276 -0.461  0.1959
H: 1.514 -0.744 1.087  0.2378
H: 2.275 -0.455 -0.608  0.2271
H: 0.995 1.690 -0.040  0.1907
H: -1.836 -0.184 -0.786  0.3707
H: -0.887 -1.313 -0.087  0.3110
N: -0.638 0.676 0.060  -0.2611
N: -1.433 -0.481 0.102  -0.6318